# 1
Computed, not measured: an isolated molecule of C19H25N3O in a non-equilibrium geometry, with the ωB97M-V functional and the def2-TZVPD basis.

Geometry as XYZ:
```
48
Properties=species:S:1:pos:R:3:mulliken_charge:R:1
C 6.105 -1.243 -0.866 -0.405
C 5.921 -0.832 0.442 -0.668
C 4.703 -0.308 0.839 -0.297
C 3.651 -0.188 -0.058 0.006
C 2.332 0.402 0.381 0.511
C 1.159 -0.514 -0.003 -0.966
C -0.013 -0.450 0.976 -0.380
C -0.386 0.982 1.375 -1.159
N -0.228 1.908 0.265 0.389
C -1.397 2.734 0.027 -1.007
C -2.493 1.845 -0.442 0.778
N -3.354 1.201 0.285 -0.508
C -4.053 0.470 -0.633 0.710
C -5.114 -0.494 -0.260 -0.926
C -4.484 -1.660 0.478 -0.024
C -3.783 -2.727 -0.306 -0.545
C -5.090 -3.025 0.366 -0.636
N -3.639 0.671 -1.851 -0.580
O -2.621 1.570 -1.741 -0.138
C 1.029 2.627 0.307 -1.036
C 2.182 1.792 -0.255 -0.893
C 3.848 -0.603 -1.370 -0.310
C 5.063 -1.126 -1.771 -0.721
H 7.054 -1.652 -1.180 0.383
H 6.728 -0.919 1.156 0.381
H 4.568 0.010 1.864 0.362
H 2.359 0.511 1.469 0.392
H 0.800 -0.234 -0.994 0.270
H 1.508 -1.548 -0.054 0.489
H -0.875 -0.931 0.508 -0.010
H 0.226 -1.009 1.883 0.408
H -1.424 0.992 1.714 0.582
H 0.237 1.304 2.222 0.463
H -1.172 3.447 -0.769 0.461
H -1.741 3.278 0.924 0.350
H -5.840 0.004 0.386 0.310
H -5.607 -0.837 -1.169 0.305
H -4.051 -1.376 1.429 0.392
H -2.883 -3.161 0.101 0.243
H -3.774 -2.636 -1.381 0.250
H -5.965 -3.143 -0.254 0.233
H -5.087 -3.661 1.239 0.251
H 0.943 3.531 -0.300 0.495
H 1.273 2.941 1.337 0.355
H 2.036 1.669 -1.329 0.356
H 3.108 2.354 -0.107 0.385
H 3.043 -0.520 -2.085 0.318
H 5.199 -1.446 -2.794 0.377
```

Calculated values
- net charge = 0
- ΔE to the lowest compared entry with this formula, charge and spin (kcal/mol) = 70.6
- E_HOMO (hartree) = -0.3216
- Kohn-Sham gap (eV) = 9.682
- SMILES = c1ccc([C@@H]2CCCN(Cc3nc(CC4CC4)no3)CC2)cc1

---

# 2
Computed, not measured: a structure of composition C19H25N3OS in a non-equilibrium geometry, with the ωB97M-V functional and the def2-TZVPD basis.

Geometry as XYZ:
```
49
Properties=species:S:1:pos:R:3:mulliken_charge:R:1
C -5.427 -2.771 0.819 -1.310
C -4.272 -1.944 0.016 0.312
H -3.476 -2.493 -0.387 0.394
H -4.829 -1.465 -0.863 0.315
C -3.782 -1.032 0.768 -0.508
N -3.156 0.048 0.205 -0.159
C -2.198 -0.142 -0.423 0.241
N -1.585 1.043 -1.392 0.309
C -1.956 2.388 -0.952 -1.098
H -2.914 2.324 -0.570 0.446
C -1.105 3.039 0.340 0.482
O -1.436 4.293 0.453 -0.289
C -0.646 4.530 1.568 -1.006
H -0.940 5.844 1.800 0.204
H -0.970 4.161 2.466 0.469
H 0.351 4.612 1.694 0.462
H 0.061 2.548 0.144 -0.059
H -1.315 2.179 1.290 -0.042
H -1.661 3.152 -1.763 0.388
C -0.422 0.880 -1.985 -1.966
C 0.672 0.185 -1.422 1.138
C 1.867 0.772 -1.030 -1.009
C 2.927 0.050 -0.389 0.535
C 4.199 0.406 -0.082 -1.270
C 5.149 -0.233 0.218 0.855
C 4.801 -1.603 1.004 -0.539
C 3.446 -2.252 0.850 -1.070
C 2.545 -1.138 0.088 0.714
N 1.168 -1.791 0.096 -0.588
C 0.439 -1.078 -0.629 0.474
S -1.230 -1.522 -0.932 -0.420
H 3.067 -3.027 1.147 0.776
H 5.456 -2.178 1.597 0.397
C 6.547 -0.097 0.645 -1.388
H 6.726 0.923 0.195 0.365
H 6.827 0.322 1.769 0.294
H 7.281 -0.701 0.079 0.366
H 4.571 1.316 -0.425 0.285
H 2.260 1.655 -1.631 0.278
H -0.779 0.304 -2.847 0.328
H -0.008 1.724 -2.342 0.821
C -3.071 -1.374 2.268 -1.287
H -3.639 -2.067 2.748 0.461
H -2.213 -2.233 1.638 0.149
H -2.555 -0.582 2.511 0.467
H -4.469 -0.355 1.378 0.209
H -6.171 -2.243 1.197 0.457
H -4.903 -3.500 1.577 0.283
H -5.916 -3.370 -0.069 0.336
```

Calculated values
- net charge = 0
- ΔE to the lowest compared entry with this formula, charge and spin (kcal/mol) = 474.2
- E_HOMO (hartree) = -0.2948
- Kohn-Sham gap (eV) = 8.204

---

# 3
Computed, not measured: an isolated molecule of C19H25N5O3S in a non-equilibrium geometry, with the ωB97M-V functional and the def2-TZVPD basis.

Geometry as XYZ:
```
53
Properties=species:S:1:pos:R:3:mulliken_charge:R:1
C 6.791 1.762 0.730 -0.916
S 5.201 1.354 -0.039 0.024
C 4.256 2.824 0.519 -0.819
C 2.922 2.962 -0.193 -1.089
C 1.939 1.842 0.133 0.483
N 2.295 0.617 -0.557 -0.179
C 2.050 -0.608 -0.041 0.602
O 1.328 -0.784 0.924 -0.805
O 2.662 -1.545 -0.761 -0.445
C 2.553 -2.947 -0.407 1.658
C 3.136 -3.179 0.987 -1.590
C 3.395 -3.658 -1.466 -1.724
C 1.097 -3.404 -0.481 -1.615
C 0.498 2.264 -0.240 -0.170
O 0.224 3.292 -0.807 -0.624
N -0.403 1.330 0.172 0.519
N -1.715 1.467 -0.062 -0.840
C -2.512 0.554 0.325 -0.411
C -3.936 0.667 0.102 0.863
C -4.459 1.812 -0.553 -0.627
C -5.797 1.948 -0.771 -0.703
C -6.688 0.939 -0.344 0.489
N -8.013 1.073 -0.557 -0.656
C -8.787 0.108 -0.139 -0.280
C -8.277 -1.035 0.511 -0.220
N -7.001 -1.196 0.733 -0.617
C -6.172 -0.215 0.314 0.405
C -4.788 -0.330 0.526 -0.535
H 7.470 0.950 0.496 0.339
H 7.169 2.694 0.317 0.302
H 6.664 1.843 1.806 0.264
H 4.115 2.734 1.598 0.413
H 4.881 3.692 0.307 0.487
H 3.075 2.996 -1.274 0.391
H 2.461 3.907 0.101 0.429
H 1.948 1.629 1.211 0.330
H 2.921 0.675 -1.345 0.436
H 2.538 -2.664 1.735 0.325
H 3.142 -4.242 1.210 0.473
H 4.155 -2.800 1.030 0.358
H 3.400 -4.728 -1.281 0.417
H 4.416 -3.286 -1.437 0.407
H 2.987 -3.469 -2.455 0.402
H 1.043 -4.478 -0.326 0.466
H 0.506 -2.908 0.284 0.332
H 0.680 -3.167 -1.458 0.370
H -0.052 0.488 0.652 0.325
H -2.152 -0.346 0.840 0.380
H -3.756 2.567 -0.868 0.524
H -6.210 2.812 -1.267 0.421
H -9.848 0.226 -0.314 0.398
H -8.933 -1.825 0.851 0.420
H -4.420 -1.213 1.027 0.415
```

Calculated values
- net charge = 0
- ΔE to the lowest compared entry with this formula, charge and spin (kcal/mol) = 13.4
- E_HOMO (hartree) = -0.3084
- Kohn-Sham gap (eV) = 8.134
- SMILES = CSCC[C@H](NC(=O)OC(C)(C)C)C(=O)N/N=C/c1ccc2nccnc2c1

---

# 4
Computed, not measured: a cluster of 3 separate species, C19H26BBr2F2N2O in total in a non-equilibrium geometry, with the ωB97M-V functional and the def2-TZVPD basis.

Geometry as XYZ:
```
53
Properties=species:S:1:pos:R:3:mulliken_charge:R:1
C 0.751 1.435 0.565 -1.681
C -0.685 0.874 0.578 0.454
Br -1.036 0.194 -1.230 -0.189
C -0.859 -0.226 1.619 -0.768
Br -0.301 0.543 3.366 -0.193
B -2.398 -0.880 1.763 -0.045
F -2.739 -0.926 3.178 -0.399
C -2.484 -2.468 1.286 -0.704
C -1.797 -2.849 0.043 0.569
O -2.305 -3.090 -1.002 -0.548
F -0.446 -2.973 0.108 -0.263
C -3.557 0.057 1.102 0.627
C -4.335 -0.329 0.007 -0.378
C -5.347 0.477 -0.513 -0.709
C -5.616 1.720 0.051 -0.402
C -4.861 2.133 1.144 -0.589
C -3.857 1.313 1.645 -0.372
H 0.936 1.957 -0.373 0.519
H 0.799 2.197 1.328 0.511
H 1.491 0.667 0.748 0.303
H -1.332 1.730 0.734 0.286
H -0.115 -0.994 1.419 0.600
H -2.006 -3.020 2.099 0.306
H -3.506 -2.829 1.221 0.393
H -4.193 -1.295 -0.464 0.207
H -5.921 0.107 -1.352 0.371
H -6.399 2.325 -0.387 0.347
H -5.043 3.104 1.588 0.364
H -3.278 1.651 2.498 0.365
C 4.318 -0.774 4.219 -0.996
C 5.263 -0.423 3.074 -0.420
C 5.364 1.087 2.832 -0.484
C 4.053 1.638 2.487 0.259
N 3.005 2.020 2.217 -0.344
H 3.297 -0.454 4.005 0.247
H 4.296 -1.852 4.378 0.309
H 4.637 -0.301 5.150 0.300
H 4.922 -0.916 2.162 0.292
H 6.261 -0.811 3.294 0.304
H 6.056 1.298 2.016 0.265
H 5.733 1.594 3.725 0.270
C 1.335 -1.342 -4.364 -1.152
C 0.401 -0.609 -5.318 -0.277
C 1.106 0.483 -6.132 -0.413
C 1.690 1.514 -5.270 0.249
N 2.148 2.323 -4.596 -0.435
H 1.745 -0.667 -3.613 0.322
H 0.795 -2.126 -3.834 0.304
H 2.166 -1.804 -4.903 0.370
H -0.418 -0.170 -4.746 0.190
H -0.041 -1.326 -6.013 0.304
H 0.399 0.965 -6.808 0.281
H 1.906 0.049 -6.734 0.274
```

Calculated values
- net charge = -1
- E_HOMO (hartree) = -0.1985
- Kohn-Sham gap (eV) = 7.922

---

Repeat the second record exactly.
Computed, not measured: a structure of composition C19H25N3OS in a non-equilibrium geometry, with the ωB97M-V functional and the def2-TZVPD basis.

Geometry as XYZ:
```
49
Properties=species:S:1:pos:R:3:mulliken_charge:R:1
C -5.427 -2.771 0.819 -1.310
C -4.272 -1.944 0.016 0.312
H -3.476 -2.493 -0.387 0.394
H -4.829 -1.465 -0.863 0.315
C -3.782 -1.032 0.768 -0.508
N -3.156 0.048 0.205 -0.159
C -2.198 -0.142 -0.423 0.241
N -1.585 1.043 -1.392 0.309
C -1.956 2.388 -0.952 -1.098
H -2.914 2.324 -0.570 0.446
C -1.105 3.039 0.340 0.482
O -1.436 4.293 0.453 -0.289
C -0.646 4.530 1.568 -1.006
H -0.940 5.844 1.800 0.204
H -0.970 4.161 2.466 0.469
H 0.351 4.612 1.694 0.462
H 0.061 2.548 0.144 -0.059
H -1.315 2.179 1.290 -0.042
H -1.661 3.152 -1.763 0.388
C -0.422 0.880 -1.985 -1.966
C 0.672 0.185 -1.422 1.138
C 1.867 0.772 -1.030 -1.009
C 2.927 0.050 -0.389 0.535
C 4.199 0.406 -0.082 -1.270
C 5.149 -0.233 0.218 0.855
C 4.801 -1.603 1.004 -0.539
C 3.446 -2.252 0.850 -1.070
C 2.545 -1.138 0.088 0.714
N 1.168 -1.791 0.096 -0.588
C 0.439 -1.078 -0.629 0.474
S -1.230 -1.522 -0.932 -0.420
H 3.067 -3.027 1.147 0.776
H 5.456 -2.178 1.597 0.397
C 6.547 -0.097 0.645 -1.388
H 6.726 0.923 0.195 0.365
H 6.827 0.322 1.769 0.294
H 7.281 -0.701 0.079 0.366
H 4.571 1.316 -0.425 0.285
H 2.260 1.655 -1.631 0.278
H -0.779 0.304 -2.847 0.328
H -0.008 1.724 -2.342 0.821
C -3.071 -1.374 2.268 -1.287
H -3.639 -2.067 2.748 0.461
H -2.213 -2.233 1.638 0.149
H -2.555 -0.582 2.511 0.467
H -4.469 -0.355 1.378 0.209
H -6.171 -2.243 1.197 0.457
H -4.903 -3.500 1.577 0.283
H -5.916 -3.370 -0.069 0.336
```

Calculated values
- net charge = 0
- ΔE to the lowest compared entry with this formula, charge and spin (kcal/mol) = 474.2
- E_HOMO (hartree) = -0.2948
- Kohn-Sham gap (eV) = 8.204